ORCA calculation (ωB97M-V with the def2-TZVPD basis set) on 3 unconnected molecules or ions with the total composition C4H12O3 at a distorted geometry.

Its spin multiplicity is 1. The electronic energy is -385.21130 Eh. Its SMILES is C/C=C/CO.O.O.

Geometry (Å):
C  -2.1237  -2.1521  0.0569
C  -0.1049  0.3207  2.0772
O  -0.5695  1.5742  2.4890
C  -1.1627  -0.4855  1.6187
C  -0.8856  -1.4300  0.7251
H  -2.1096  -1.7682  -0.9046
H  -2.9420  -1.8037  0.6663
H  -2.2847  -3.3945  0.0168
H  0.1010  -0.2799  3.0467
H  0.7741  0.3935  1.4702
H  -1.5013  1.4325  2.8017
H  -2.2274  -0.2424  1.8658
H  -0.1043  -1.3026  0.0084
H  2.6424  -0.2716  -2.0606
H  3.3741  -1.1671  -2.9491
O  3.1781  -0.2053  -2.8237
H  0.2593  2.1337  -3.3816
H  1.1806  2.7315  -2.3826
O  0.9538  1.8838  -2.7984

So, what does the Löwdin scheme give us? The charges, in e, come out as: -0.102, -0.317, -0.071, -0.167, -0.128, 0.022, 0.033, 0.130, 0.151, 0.124, 0.100, 0.136, 0.089, -0.012, 0.058, -0.061, 0.013, 0.047, -0.046

---

ORCA calculation (ωB97M-V with the def2-TZVPD basis set) on a molecular structure, H42O21Sr at a distorted geometry.

Its spin multiplicity is 1. As for the charge: +2. The electronic energy is -1635.71739 Eh.

Geometry (Å):
Sr  0.5726  0.9870  -0.3765
O  2.4552  1.9877  -1.7444
H  2.2383  2.4492  -2.5426
H  3.3535  2.3244  -1.5505
O  0.6054  2.1723  -4.3671
H  0.8333  1.3454  -3.9089
H  0.5212  1.9249  -5.2887
O  -1.5637  -2.4885  -3.9785
H  -1.3369  -3.1847  -4.5743
H  -2.4248  -2.1706  -4.3039
O  -1.5164  -0.5057  -0.4208
H  -2.2931  0.1350  -0.4041
H  -1.4849  -0.8894  0.4553
O  -3.5382  -0.8704  3.8254
H  -3.8261  -0.9841  4.7101
H  -4.1779  -1.3247  3.2551
O  -0.9529  2.2180  -1.8980
H  -1.6037  2.8547  -1.6249
H  -0.9717  2.1953  -2.8751
O  -3.3352  2.0956  -0.0668
H  -4.1947  2.1909  -0.4675
H  -3.3602  2.1789  0.8900
O  0.3535  5.4752  -1.2403
H  0.7981  5.2600  -2.0558
H  0.3161  6.4618  -1.1945
O  -3.2674  2.0450  2.6903
H  -3.7282  1.2788  2.9968
H  -3.6884  2.8206  3.0308
O  -1.1812  -1.6332  2.5183
H  -0.7946  -2.3058  3.1166
H  -1.9769  -1.3998  3.0325
O  4.5366  1.3640  3.2275
H  5.3338  0.7949  3.4265
H  4.6637  2.1211  3.8212
O  3.3921  -1.7905  -2.4267
H  3.8893  -1.8013  -3.2501
H  3.9626  -2.1763  -1.7375
O  1.0893  -0.2538  -2.9993
H  1.8668  -0.8124  -2.7035
H  0.3943  -0.7828  -3.2258
O  0.1765  -3.8969  -2.0023
H  0.7552  -4.3721  -2.6862
H  -0.3734  -3.2457  -2.4611
O  1.3310  -1.3371  -0.0300
H  0.6921  -2.0753  -0.3110
H  1.5997  -1.6374  0.8758
O  0.4719  3.4375  0.3582
H  1.0652  3.6540  1.0615
H  0.3067  4.1485  -0.2230
O  -4.1353  -2.2657  1.0495
H  -4.8371  -2.4086  0.4523
H  -3.4459  -2.8886  0.8407
O  1.9303  -2.3843  2.6082
H  1.9681  -3.2837  2.2342
H  2.6377  -2.3189  3.1945
O  2.6363  1.0535  1.3345
H  2.0175  1.1165  2.0735
H  3.4223  1.3281  1.7943
O  -0.2322  0.9762  2.1993
H  -0.8048  1.7275  2.2751
H  -0.5219  0.1159  2.6508
O  1.4135  -4.6657  1.1375
H  1.0309  -5.4595  1.5455
H  0.9373  -4.6251  0.2575

So, what does the Löwdin scheme give us? The charges, in e, come out as: 1.617, -0.116, 0.029, 0.098, -0.050, -0.010, 0.060, -0.036, 0.040, 0.073, -0.151, 0.067, -0.003, -0.017, 0.057, 0.057, -0.143, 0.044, 0.061, -0.038, 0.056, -0.010, -0.030, 0.059, 0.107, -0.008, 0.026, 0.066, -0.065, 0.083, 0.012, -0.059, 0.100, 0.069, -0.043, 0.066, 0.079, -0.056, 0.048, -0.009, -0.077, 0.101, -0.008, -0.197, 0.078, 0.030, -0.108, 0.057, -0.041, -0.014, 0.028, 0.040, -0.028, 0.018, 0.026, -0.105, 0.024, -0.005, -0.120, 0.024, 0.069, -0.062, 0.071, 0.062

---

> Which formula does entry 1 have?

C4H12O3